Here is C17H27FHgNO2P2 as an isolated structure in a non-equilibrium geometry from OMol25. Energies are from wB97M-V/def2-TZVPD.

XYZ file:
```
51
C17H27FHgNO2P2 (wB97M-V/def2-TZVPD)
Hg 0.0767 0.6375 0.7966
P 2.1899 -0.6465 0.3260
C 2.4147 -1.3373 -1.2670
C 1.2925 -1.4237 -2.1438
N 0.1757 -0.7185 -1.7399
C -1.0272 -1.0443 -2.1773
C -1.1653 -2.0084 -3.1730
C -0.0496 -2.4932 -3.8471
C 1.2173 -2.1115 -3.4137
C -2.2878 -0.5316 -1.5489
P -2.1566 1.0356 -0.5637
H 2.1209 -2.3724 -3.9732
H -2.1427 -2.3853 -3.4041
H -0.1587 -3.1855 -4.6894
H -3.0409 -0.3735 -2.3313
H -2.6910 -1.3057 -0.8800
H 2.7309 2.6833 -4.2226
H 3.3757 -1.2309 -1.7882
H 0.0783 3.6904 -1.3403
O 3.0735 3.1238 -3.4712
H 3.9785 2.8391 -3.2809
H 0.5212 2.2106 -0.4482
O 0.4391 3.3697 -0.5196
H 1.3712 3.6665 -0.3871
C -2.1965 2.2199 -1.9515
H -3.1184 2.0472 -2.5312
H -2.2292 3.2614 -1.5961
H -1.3537 2.0535 -2.6396
C -3.7738 1.2418 0.2518
H -3.7845 2.2053 0.7805
H -4.6175 1.2374 -0.4549
H -3.9369 0.4473 0.9919
C 2.0688 -2.1043 1.4111
H 3.0826 -2.5215 1.5179
H 1.6372 -1.8733 2.3971
H 1.4269 -2.8286 0.8829
C 3.5209 0.4663 0.8991
H 3.3265 0.7749 1.9390
H 4.5034 -0.0253 0.8596
H 3.5657 1.3866 0.2895
F -1.1940 -1.6494 6.4881
C -0.9798 -1.1505 5.2265
C -0.1268 -0.0602 5.1291
C 0.0974 0.4801 3.8484
C -0.4616 -0.1380 2.7322
C -1.3211 -1.2205 2.8591
C -1.5604 -1.7715 4.1248
H 0.3327 0.4173 6.0008
H 0.7556 1.3531 3.7390
H -1.7908 -1.7152 2.0121
H -2.2092 -2.6219 4.2806
```

Spin multiplicity   1
Gap between HOMO and LUMO (spin up / spin down)   5.21 / 4.79 eV
E_HOMO (spin up / spin down)   -9.5552 / -9.2767 eV
Energy relative to the best compared isomer or geometry (same formula, charge and spin)   0.0 kJ/mol
Total charge   +1

Atom charges from the natural (NBO) analysis, given in e for atoms 1 to 5: 1.11 1.04 -0.82 0.22 -0.58

---

Here is C22H18N8O4ReS as an isolated structure in a non-equilibrium geometry from OMol25. Energies are from wB97M-V/def2-TZVPD.

XYZ file:
```
54
C22H18N8O4ReS (wB97M-V/def2-TZVPD)
Re -1.8570 0.0356 -0.0157
C 3.6757 2.2510 -3.8527
C 2.7558 1.5968 -2.8701
C 3.1861 1.3238 -1.5754
C 2.3174 0.7898 -0.6585
C 0.9813 0.4517 -0.9584
N 0.1770 -0.0466 0.0376
C 0.7840 -0.5608 1.1907
C 1.8102 -1.5085 1.0995
C 2.4362 -2.0115 2.2188
C 2.0611 -1.5974 3.4942
C 2.6944 -2.1655 4.7234
C 1.0277 -0.6806 3.6019
C 0.3777 -0.1734 2.4839
N -0.7130 0.6894 2.6949
C -0.8448 1.6190 3.6593
C -2.1309 2.1076 3.5860
C -2.7352 1.4014 2.5455
N -1.8626 0.5559 2.0146
C 0.5509 0.6955 -2.2924
C 1.4461 1.2828 -3.1905
N -0.7292 0.3627 -2.7837
C -1.1599 0.4409 -4.0647
C -2.4511 -0.0336 -4.1149
C -2.7533 -0.3918 -2.8053
N -1.7076 -0.1567 -2.0301
H 4.7102 2.0070 -3.6233
H 3.4607 1.9430 -4.8725
H 3.5634 3.3341 -3.7917
H 4.2005 1.5476 -1.2830
H 2.6641 0.6359 0.3496
H 2.0904 -1.8532 0.1163
H 3.2110 -2.7525 2.1038
H 3.6682 -2.5903 4.4992
H 2.7977 -1.3972 5.4852
H 2.0648 -2.9578 5.1275
H 0.6967 -0.3717 4.5824
H -0.0290 1.8869 4.2978
H -2.5816 2.8709 4.1835
H -3.7297 1.4989 2.1474
H 1.1203 1.5116 -4.1906
H -0.5585 0.7949 -4.8749
H -3.0918 -0.0950 -4.9689
H -3.6561 -0.7927 -2.3881
O -3.7457 2.0577 -1.9402
S -3.4813 1.9311 -0.5251
O -4.1413 2.8629 0.3412
O -3.8000 0.4968 -0.1235
O -1.9781 1.9918 -0.3152
N -2.7062 -6.2638 -1.3967
C -2.3503 -5.3022 -0.8711
N -1.8669 -4.2840 -0.2578
C -1.9681 -3.0708 -0.1092
N -1.9018 -1.9184 0.1613
```

Spin multiplicity   2
Gap between HOMO and LUMO (spin up / spin down)   6.15 / 6.68 eV
E_HOMO (spin up / spin down)   -7.9239 / -7.9587 eV
Energy relative to the best compared isomer or geometry (same formula, charge and spin)   122.1 kJ/mol

Atom charges from the natural (NBO) analysis, given in e for atoms 1 to 5: 1.44 -0.63 0.00 -0.20 -0.21

---

Here is an isolated ion of composition C7H13N2O and charge +1 in a non-equilibrium geometry from OMol25. Energies are from wB97M-V/def2-TZVPD.

XYZ file:
```
23
C7H13N2O (wB97M-V/def2-TZVPD)
O -2.0925 1.7430 0.2158
C -1.7515 0.6032 -0.5375
N -2.7057 -0.5263 -0.1896
C -2.0665 -1.4670 0.4731
N -0.8000 -1.1964 0.6787
C -0.3665 -0.0303 -0.0495
C 0.6698 -0.4977 -1.1265
C 2.0709 -0.3902 -0.4448
C 1.9343 0.4966 0.8382
C 0.4703 0.9373 0.8416
H -2.9936 1.8614 -0.1371
H -2.0047 0.9158 -1.6348
H -3.5083 -0.6625 -0.7372
H -2.7156 -2.2566 0.8342
H -0.0771 -1.8297 0.9216
H 0.4301 0.1597 -1.9402
H 0.3037 -1.4652 -1.4542
H 2.7303 0.1134 -1.0150
H 2.3405 -1.4283 -0.0879
H 2.2168 -0.0997 1.6515
H 2.5479 1.5302 0.7976
H 0.1860 1.1363 1.8975
H 0.2717 1.9401 0.4235
```

SMILES   O[C@@H]1[NH+]=CNC12CCCC2
Spin multiplicity   1
Gap between HOMO and LUMO   10.75 eV
E_HOMO   -14.3275 eV
Energy relative to the best compared isomer or geometry (same formula, charge and spin)   197.1 kJ/mol
Total charge   +1

Atom charges from the natural (NBO) analysis, given in e for atoms 1 to 5: -0.67 0.23 -0.55 0.39 -0.50

---

Here is F2O2S as an isolated structure in a non-equilibrium geometry from OMol25. Energies are from wB97M-V/def2-TZVPD.

XYZ file:
```
5
F2O2S (wB97M-V/def2-TZVPD)
O -0.2205 -1.5215 -0.4450
O 0.8684 0.5716 0.4416
F 2.3400 0.4604 -0.2291
F -2.6185 0.8737 -0.1383
S -0.3694 -0.3842 0.3708
```

Spin multiplicity   1
Gap between HOMO and LUMO (spin up / spin down)   5.67 / 5.75 eV
E_HOMO (spin up / spin down)   -10.8212 / -10.7484 eV
Energy relative to the best compared isomer or geometry (same formula, charge and spin)   774.9 kJ/mol

Taken from the natural (NBO) analysis, the atomic charges in e are: -0.71 -0.40 -0.07 -0.66 1.84

---

Number 1: calculated total energy -1804.81977 a.u.. Number 2: calculated total energy -2064.63757 a.u.. Number 3: calculated total energy -458.99887 a.u.. Number 4: calculated total energy -748.09478 a.u..